No. 1
75
Properties=species:S:1:pos:R:3:lowdin_charge:R:1 method="wB97M-V/def2-TZVPD" homo_lumo_gap_ev=5.5000 e_lumo_ev=-10.87 total_charge=+3 homo_energy_ev=-16.368
Pb 12.397 12.221 10.783 1.44
C 18.417 15.329 9.462 0.01
C 17.571 14.322 10.164 -0.15
C 17.695 12.965 9.954 0.02
C 16.944 12.075 10.720 0.05
C 15.899 12.550 11.591 -0.17
N 15.208 11.863 12.512 0.19
C 15.391 10.659 12.958 -0.23
C 16.527 9.843 12.929 0.06
C 16.655 8.655 13.660 0.05
C 15.591 8.128 14.437 -0.20
C 15.545 6.834 15.176 -0.01
C 14.424 8.907 14.430 0.04
C 14.369 10.147 13.846 -0.07
N 13.232 11.056 14.065 -0.07
C 12.853 11.252 15.363 -0.01
C 11.640 11.852 15.326 -0.01
C 11.265 12.007 13.937 -0.09
N 12.260 11.447 13.155 -0.07
C 15.695 14.041 11.677 -0.13
C 16.553 14.823 11.090 0.05
N 14.860 14.611 12.639 -0.08
C 15.133 15.548 13.515 -0.08
C 14.048 15.815 14.266 0.03
C 12.992 14.916 13.681 -0.10
N 13.492 14.224 12.701 0.03
H 19.025 15.021 8.604 0.11
H 19.086 15.660 10.218 0.10
H 17.768 16.139 9.111 0.11
H 18.482 12.598 9.273 0.15
H 17.127 11.029 10.535 0.10
H 17.307 10.192 12.285 0.10
H 17.520 7.996 13.502 0.14
H 14.778 6.187 14.739 0.11
H 15.275 7.146 16.170 0.09
H 16.603 6.312 15.295 0.15
H 13.525 8.563 14.967 0.15
H 13.350 10.732 16.079 0.11
H 10.990 12.161 16.113 0.11
H 10.449 12.351 13.276 0.10
H 16.420 15.904 11.216 0.15
H 16.144 15.978 13.502 0.16
H 13.912 16.502 15.060 0.10
H 11.988 14.857 14.053 0.10
N 10.769 14.161 10.948 -0.02
C 9.381 13.851 10.489 -0.22
C 8.512 14.872 10.170 0.03
C 7.202 14.530 9.766 -0.04
C 6.837 13.245 9.796 0.01
C 7.757 12.171 10.178 -0.12
C 7.364 10.768 10.097 0.08
C 8.344 9.847 10.499 -0.01
C 9.664 10.264 10.787 -0.16
N 10.017 11.507 10.760 -0.04
C 9.038 12.504 10.504 -0.19
H 11.131 14.905 10.377 0.09
H 10.761 14.516 11.910 0.08
H 8.761 15.911 10.339 0.13
H 6.470 15.229 9.439 0.12
H 5.767 13.035 9.544 0.15
H 6.315 10.501 9.833 0.15
H 8.208 8.763 10.536 0.12
H 10.417 9.550 11.008 0.11
N 17.383 8.692 8.177 0.20
C 16.256 8.933 8.104 -0.18
C 14.835 9.008 8.044 -0.20
C 14.037 8.084 7.344 0.05
C 12.639 8.270 7.512 -0.01
C 12.165 9.291 8.331 -0.12
N 12.979 10.094 9.038 -0.07
C 14.283 9.902 8.939 -0.13
H 14.477 7.167 6.766 0.18
H 11.971 7.551 6.898 0.16
H 11.129 9.634 8.391 0.11
H 14.791 10.616 9.604 0.08



No. 2
73
Properties=species:S:1:pos:R:3:lowdin_charge:R:1 method="wB97M-V/def2-TZVPD" homo_lumo_gap_ev=7.1962 e_lumo_ev=0.48 homo_energy_ev=-6.719
Li 0.750 0.157 0.138 0.47
S 4.660 -1.430 1.080 0.95
C 4.719 -1.448 -0.626 -0.46
C 3.517 -1.120 -1.182 -0.25
C 2.447 -0.871 -0.253 -0.20
C 2.944 -1.013 1.018 -0.56
C 2.202 -0.819 2.267 -0.30
C 2.841 -0.795 3.519 -0.04
C 2.107 -0.615 4.668 -0.07
C 0.728 -0.454 4.577 -0.08
C 0.169 -0.481 3.318 -0.14
N 0.860 -0.659 2.186 0.07
H 5.648 -1.692 -1.123 0.05
H 3.394 -1.080 -2.260 0.08
H 3.916 -0.909 3.565 0.08
H 2.601 -0.593 5.632 0.11
H 0.108 -0.313 5.451 0.10
H -0.901 -0.368 3.204 0.09
C 2.547 8.353 -0.973 -0.05
C 2.039 6.934 -1.004 -0.27
C 2.002 6.158 0.151 -0.03
C 1.559 4.842 0.121 -0.06
C 1.143 4.302 -1.083 -0.40
C 1.186 5.046 -2.253 -0.08
C 1.625 6.359 -2.205 -0.04
S 0.565 2.610 -1.126 0.95
C -1.184 3.005 -1.031 -0.22
O 0.926 2.033 0.218 -0.58
H 2.597 8.731 0.048 0.07
H 1.901 9.016 -1.551 0.08
H 3.549 8.416 -1.402 0.08
H 2.331 6.589 1.091 0.11
H 1.548 4.223 1.010 0.11
H 0.885 4.603 -3.197 0.11
H 1.659 6.945 -3.117 0.12
H -1.346 3.480 -0.061 0.07
H -1.720 2.060 -1.110 0.02
H -1.441 3.681 -1.846 0.06
O -0.767 -0.071 -0.939 -0.56
As -1.266 -1.618 -0.598 1.21
C 0.036 -3.015 -0.481 -0.32
C 0.576 -3.498 -1.670 -0.10
C 1.560 -4.472 -1.626 -0.07
C 1.992 -4.965 -0.402 -0.07
C 1.440 -4.492 0.781 -0.06
C 0.457 -3.515 0.747 -0.11
C -2.484 -2.171 -1.981 -0.29
C -2.841 -3.501 -2.166 -0.09
C -3.775 -3.833 -3.137 -0.08
C -4.347 -2.839 -3.920 -0.08
C -3.982 -1.510 -3.739 -0.08
C -3.048 -1.174 -2.768 -0.08
C -2.348 -1.627 0.987 -0.30
C -2.717 -2.813 1.614 -0.09
C -3.573 -2.772 2.706 -0.07
C -4.071 -1.554 3.154 -0.08
C -3.712 -0.374 2.515 -0.08
C -2.845 -0.410 1.431 -0.10
H 0.254 -3.092 -2.620 0.11
H 2.001 -4.835 -2.545 0.11
H 2.769 -5.718 -0.369 0.11
H 1.792 -4.867 1.733 0.11
H 0.060 -3.108 1.667 0.09
H -2.386 -4.279 -1.565 0.11
H -4.053 -4.869 -3.286 0.10
H -5.074 -3.102 -4.679 0.10
H -4.423 -0.737 -4.356 0.10
H -2.739 -0.147 -2.625 0.10
H -2.333 -3.764 1.265 0.10
H -3.854 -3.691 3.206 0.11
H -4.741 -1.526 4.004 0.10
H -4.099 0.574 2.866 0.11
H -2.538 0.504 0.935 0.10



No. 3
76
Properties=species:S:1:pos:R:3:mulliken_spin:R:1 method="wB97M-V/def2-TZVPD" homo_lumo_gap_ev="6.4303 / 5.8338" spin_multiplicity=2 s2=0.755 e_lumo_ev="-6.65 / -7.24" total_charge=+2 homo_energy_ev="-13.081 / -13.078"
Ir -0.017 -0.141 -0.055 0.75
N 2.220 -0.568 0.971 0.03
C 3.161 0.414 0.544 -0.02
C 4.511 0.292 0.694 0.00
C 5.375 1.326 0.274 0.00
C 4.864 2.459 -0.284 0.00
C 3.469 2.597 -0.471 -0.01
C 2.888 3.733 -1.077 0.01
C 1.537 3.792 -1.260 0.00
C 0.747 2.715 -0.848 0.02
N 1.251 1.633 -0.275 0.00
C 2.611 1.555 -0.060 0.02
H 1.900 -0.353 1.915 0.00
H 2.635 -1.494 1.009 0.00
H 4.924 -0.594 1.163 0.00
H 6.442 1.213 0.416 0.00
H 5.521 3.265 -0.592 0.00
H 3.527 4.549 -1.396 0.00
H 1.065 4.647 -1.727 0.00
H -0.324 2.744 -0.988 0.00
N -0.048 -2.237 -0.734 -0.01
C -0.627 -3.339 0.038 0.01
C -0.859 -4.528 -0.636 0.00
C -1.464 -5.596 -0.001 0.00
C -1.873 -5.447 1.318 0.00
C -1.600 -4.270 1.989 -0.01
C -0.924 -3.205 1.380 0.01
C -0.523 -2.058 2.230 0.04
C -0.150 -2.353 3.546 0.00
C 0.087 -1.364 4.492 0.01
C -0.043 -0.030 4.139 0.00
C -0.327 0.287 2.818 -0.06
C -0.510 -0.711 1.852 0.16
H -0.570 -2.168 -1.610 0.01
H 0.919 -2.448 -0.972 0.00
H -0.552 -4.615 -1.674 0.00
H -1.627 -6.526 -0.531 0.00
H -2.391 -6.249 1.826 0.00
H -1.933 -4.163 3.014 0.00
H -0.030 -3.389 3.834 0.00
H 0.347 -1.641 5.506 0.00
H 0.093 0.758 4.869 0.00
H -0.391 1.336 2.548 0.01
F -1.706 2.117 0.808 0.00
B -1.748 0.874 0.332 0.02
F -2.936 0.440 -0.056 0.00
C -0.987 -3.486 -5.306 0.00
O -1.508 -2.305 -4.694 0.00
C -2.385 -2.442 -3.658 0.00
C -2.666 -3.653 -3.036 0.00
C -3.588 -3.722 -2.003 0.00
C -4.283 -2.589 -1.628 0.00
C -4.041 -1.392 -2.279 0.00
C -3.052 -1.284 -3.248 0.00
N -2.784 -0.013 -3.814 0.00
C -1.801 0.311 -4.689 -0.01
C -0.454 0.247 -4.439 0.01
C 0.444 0.358 -5.548 0.00
C 1.776 0.184 -5.403 0.00
C 2.304 -0.092 -4.120 0.01
C 1.496 -0.156 -3.016 -0.01
C 0.100 0.056 -3.109 0.00
O -0.659 0.133 -2.069 0.01
H -0.355 -3.144 -6.119 0.00
H -1.791 -4.108 -5.702 0.00
H -0.385 -4.065 -4.604 0.00
H -2.182 -4.558 -3.383 0.00
H -3.784 -4.670 -1.517 0.00
H -5.026 -2.640 -0.842 0.00
H -4.633 -0.514 -2.043 0.00
H -3.402 0.731 -3.530 0.00
H -2.130 0.656 -5.674 0.00
H 0.029 0.543 -6.534 0.00
H 2.430 0.234 -6.263 0.00
H 3.371 -0.244 -4.003 0.00
H 1.924 -0.318 -2.031 0.00



No. 4
89
Properties=species:S:1:pos:R:3:lowdin_charge:R:1 method="wB97M-V/def2-TZVPD" homo_lumo_gap_ev=7.7801 smiles="N[C@@]1(C(=O)[O-])[N@H+](C(F)(F)C(F)(F)F)C[C@@H](CC(=O)Cl)[C@H](COc2ccccc2)[C@@]1(F)Br.O=[N+]([O-])c1ccccc1.O=[N+]([O-])c1ccccc1.O=[N+]([O-])c1ccccc1" e_lumo_ev=-0.91 homo_energy_ev=-8.687
N 1.734 -3.337 4.211 0.12
C 1.542 -4.254 3.067 -0.36
C 0.255 -5.067 3.406 -0.69
O 0.355 -6.211 3.808 0.05
O -0.732 -4.315 3.244 -0.02
N 1.229 -3.385 1.911 0.11
C 0.882 -4.047 0.613 -0.40
F 1.841 -3.802 -0.277 0.18
F 0.741 -5.345 0.738 0.24
C -0.444 -3.464 0.016 -0.56
F -1.500 -3.850 0.684 0.22
F -0.537 -3.919 -1.234 0.19
F -0.384 -2.132 -0.034 0.18
C 2.258 -2.302 1.757 -0.04
C 3.709 -2.793 1.718 -0.20
C 4.651 -1.729 2.308 -0.12
C 4.399 -1.421 3.749 -0.79
O 4.657 -2.085 4.668 0.10
Cl 3.607 0.183 4.019 0.63
C 4.033 -4.199 2.299 -0.22
C 4.805 -5.015 1.271 -0.14
O 4.082 -5.161 0.058 -0.08
C 4.838 -5.023 -1.092 -0.28
C 5.543 -6.113 -1.589 0.00
C 6.296 -5.995 -2.760 -0.07
C 6.325 -4.781 -3.447 -0.09
C 5.613 -3.692 -2.950 -0.07
C 4.876 -3.804 -1.768 -0.01
C 2.865 -5.030 2.908 -0.67
F 2.674 -6.145 2.160 0.01
Br 3.469 -5.709 4.653 0.88
H 1.367 -3.799 5.035 0.10
H 1.117 -2.536 4.106 0.10
H 0.366 -2.905 2.218 0.18
H 2.128 -1.575 2.547 0.10
H 2.061 -1.741 0.850 0.13
H 3.988 -2.826 0.673 0.11
H 4.649 -0.836 1.693 0.11
H 5.658 -2.137 2.246 0.14
H 4.747 -4.062 3.101 0.09
H 5.077 -5.974 1.707 0.14
H 5.726 -4.465 1.063 0.14
H 5.527 -7.058 -1.067 0.12
H 6.849 -6.847 -3.120 0.10
H 6.900 -4.670 -4.354 0.10
H 5.614 -2.749 -3.472 0.10
H 4.347 -2.931 -1.419 0.10
O 4.139 1.990 -1.581 0.09
N 3.288 1.130 -1.600 -0.35
O 3.439 0.005 -1.153 0.04
C 1.985 1.458 -2.195 -0.15
C 1.792 2.720 -2.727 0.01
C 0.568 3.022 -3.303 -0.06
C -0.439 2.067 -3.337 -0.06
C -0.228 0.806 -2.792 -0.06
C 0.992 0.494 -2.216 -0.01
H 2.579 3.458 -2.695 0.12
H 0.398 4.002 -3.724 0.10
H -1.391 2.306 -3.792 0.11
H -1.014 0.064 -2.820 0.11
H 1.157 -0.488 -1.798 0.10
O -3.109 5.605 -3.509 0.09
N -2.237 5.560 -2.668 -0.35
O -1.056 5.760 -2.886 0.05
C -2.625 5.223 -1.290 -0.15
C -3.952 4.946 -1.017 0.01
C -4.308 4.609 0.280 -0.06
C -3.340 4.556 1.275 -0.06
C -2.013 4.845 0.980 -0.07
C -1.648 5.181 -0.312 -0.01
H -4.697 4.985 -1.798 0.10
H -5.336 4.381 0.511 0.09
H -3.620 4.287 2.285 0.11
H -1.263 4.805 1.758 0.11
H -0.619 5.404 -0.551 0.12
O -7.194 3.856 -0.752 0.06
N -7.574 4.782 -1.444 -0.34
O -7.200 4.987 -2.580 0.08
C -8.540 5.723 -0.860 -0.15
C -8.956 5.534 0.445 0.00
C -9.852 6.435 0.996 -0.06
C -10.320 7.502 0.240 -0.07
C -9.896 7.669 -1.072 -0.06
C -8.998 6.775 -1.631 0.00
H -8.590 4.701 1.026 0.12
H -10.185 6.305 2.016 0.11
H -11.017 8.205 0.675 0.11
H -10.263 8.499 -1.659 0.11
H -8.662 6.900 -2.649 0.12



Q: Which F_max values were calculated for the entries above? A: 0.09027 0.00983 0.04467 0.04356, in Eh/bohr.
Q: Which ΔE to the lowest compared entry with this formula, charge and spin values were calculated for the entries above? A: 115.1 0.0 293.0 0.0, in kJ/mol.